Computed, not measured: C30H74MnO16 as an isolated structure at a distorted geometry, with ωB97M-V/def2-TZVPD.

## Properties
total charge = +1
HOMO energy (spin up / spin down) = -11.4 / -11.4 eV
strongest force on any atom = 3.13 eV Å⁻¹
HOMO-LUMO gap (spin up / spin down) = 9.2 / 5.5 eV
<S²> = 12.011
multiplicity = 7

Each line ends with the Löwdin charge.
Element x y z (Å)
Mn: -2.261 1.053 -1.511  0.898
O: -0.752 -0.077 -0.605  -0.273
C: -0.293 0.732 0.478  -0.264
C: -0.515 2.289 0.311  -0.217
O: -1.700 2.791 -0.314  -0.090
H: 0.719 0.482 0.796  0.093
H: -0.862 0.454 1.365  0.103
H: 0.339 2.643 -0.267  0.097
H: -0.312 2.790 1.258  0.111
C: 4.978 -2.299 -0.740  -0.064
O: 4.754 -0.881 -0.968  -0.185
C: 3.427 -0.396 -0.685  -0.179
C: 3.380 1.165 -0.696  -0.182
O: 4.235 1.797 0.262  -0.144
C: 3.846 1.440 1.553  -0.118
H: 6.001 -2.612 -0.947  0.089
H: 4.265 -2.869 -1.336  0.075
H: 4.793 -2.508 0.313  0.082
H: 3.129 -0.761 0.298  0.108
H: 2.757 -0.701 -1.489  0.103
H: 2.335 1.463 -0.606  0.080
H: 3.376 1.683 -1.655  0.116
H: 2.814 1.701 1.787  0.079
H: 4.523 2.055 2.147  0.108
H: 4.050 0.385 1.734  0.084
C: -4.324 0.965 0.981  -0.038
O: -3.897 0.485 -0.311  -0.277
C: -4.635 -0.650 -0.739  -0.131
C: -4.407 -0.994 -2.280  -0.101
O: -3.002 -0.822 -2.644  -0.256
C: -2.531 -1.651 -3.716  -0.042
H: -5.368 1.246 1.118  0.106
H: -3.713 1.818 1.277  0.096
H: -4.088 0.180 1.700  0.100
H: -5.707 -0.553 -0.570  0.131
H: -4.483 -1.491 -0.062  0.122
H: -5.078 -0.403 -2.902  0.121
H: -4.720 -2.027 -2.436  0.129
H: -1.513 -1.343 -3.955  0.087
H: -3.126 -1.505 -4.617  0.097
H: -2.601 -2.713 -3.482  0.100
C: 2.401 4.538 3.081  -0.055
O: 3.218 4.803 1.890  -0.162
C: 2.427 4.903 0.747  -0.240
C: 3.121 5.345 -0.553  -0.180
O: 2.214 5.620 -1.623  -0.134
C: 1.900 4.469 -2.351  -0.140
H: 3.035 4.004 3.789  0.083
H: 1.457 4.026 2.896  0.072
H: 2.261 5.465 3.637  0.087
H: 1.579 5.574 0.884  0.131
H: 2.046 3.903 0.544  0.087
H: 3.961 4.661 -0.668  0.126
H: 3.719 6.249 -0.437  0.130
H: 1.162 4.712 -3.116  0.088
H: 1.489 3.653 -1.755  0.039
H: 2.729 3.992 -2.874  0.095
C: 0.191 -5.243 -1.164  -0.097
O: 1.070 -4.164 -0.881  -0.160
C: 0.629 -2.876 -1.371  -0.177
C: 0.912 -2.791 -2.824  -0.259
O: 0.186 -3.513 -3.747  -0.200
C: 0.661 -3.455 -5.070  -0.088
H: -0.887 -5.107 -1.259  0.065
H: 0.365 -5.997 -0.396  0.099
H: 0.483 -5.633 -2.139  0.085
H: 1.063 -1.964 -0.961  0.096
H: -0.434 -2.717 -1.185  0.104
H: 1.972 -2.979 -2.995  0.131
H: 0.818 -1.779 -3.219  0.099
H: -0.097 -3.681 -5.821  0.089
H: 1.418 -4.231 -5.191  0.097
H: 1.002 -2.445 -5.297  0.086
C: 3.885 0.364 4.631  -0.124
O: 2.928 1.291 4.316  -0.225
C: 1.602 0.811 4.203  -0.178
C: 1.018 0.259 5.564  -0.185
O: 1.412 1.211 6.550  -0.190
C: 1.297 0.796 7.909  -0.091
H: 4.805 0.928 4.476  0.103
H: 3.933 -0.485 3.949  0.089
H: 3.711 0.055 5.662  0.092
H: 1.606 0.048 3.425  0.106
H: 0.988 1.635 3.837  0.110
H: 1.449 -0.724 5.753  0.116
H: -0.064 0.140 5.505  0.114
H: 2.122 0.168 8.245  0.085
H: 0.373 0.223 7.988  0.082
H: 1.226 1.597 8.645  0.088
C: 0.126 1.395 -3.438  -0.031
O: -1.312 1.416 -3.331  -0.277
C: -1.956 2.452 -4.129  -0.113
C: -3.465 2.333 -3.979  -0.092
O: -3.740 2.074 -2.552  -0.271
C: -4.541 3.088 -2.004  -0.074
H: 0.670 2.297 -3.161  0.070
H: 0.329 1.314 -4.506  0.102
H: 0.603 0.549 -2.942  0.083
H: -1.639 2.333 -5.165  0.142
H: -1.610 3.408 -3.736  0.139
H: -3.864 1.535 -4.605  0.135
H: -3.947 3.240 -4.344  0.139
H: -5.487 3.246 -2.523  0.105
H: -4.076 4.071 -2.079  0.109
H: -4.811 2.918 -0.962  0.093
C: -1.365 -2.309 3.579  -0.085
O: -2.018 -3.303 2.763  -0.179
C: -1.676 -3.249 1.405  -0.191
C: -2.608 -4.248 0.599  -0.173
O: -2.328 -5.600 1.003  -0.168
C: -3.141 -6.479 0.335  -0.154
H: -1.759 -1.324 3.328  0.063
H: -0.293 -2.177 3.433  0.082
H: -1.704 -2.533 4.590  0.096
H: -0.659 -3.636 1.347  0.121
H: -1.640 -2.233 1.011  0.102
H: -2.569 -4.129 -0.484  0.097
H: -3.627 -3.998 0.894  0.112
H: -2.999 -7.496 0.701  0.091
H: -2.897 -6.615 -0.719  0.089
H: -4.193 -6.364 0.597  0.093

***

Computed, not measured: C30H75AlBaN6O13 as an isolated structure at a distorted geometry, with ωB97M-V/def2-TZVPD.

## Properties
total charge = +4
HOMO energy = -16.1 eV
strongest force on any atom = 1.89 eV Å⁻¹
HOMO-LUMO gap = 1.3 eV
energy above the lowest of the compared OMol25 structures with the same formula, charge and spin = 0.0 kcal per mole

Each line ends with the Löwdin charge.
Element x y z (Å)
Ba: 0.433 -2.235 -3.088  2.034
Al: 1.019 -3.148 3.871  1.272
N: 0.177 -0.832 0.508  -0.536
O: -0.055 0.392 0.494  -0.005
O: -0.037 -1.503 -0.553  -0.280
O: 0.627 -1.382 1.527  -0.069
C: -3.305 -2.302 -3.663  -0.071
O: -2.273 -1.404 -3.275  -0.369
C: -2.371 -0.087 -3.829  -0.194
C: -1.138 0.786 -3.554  -0.199
N: -0.037 0.144 -4.244  -0.230
C: 1.265 0.865 -4.150  -0.162
C: 1.948 0.848 -2.750  -0.164
O: 2.309 -0.510 -2.421  -0.437
C: 3.664 -0.747 -2.052  -0.058
H: -4.278 -2.054 -3.242  0.090
H: -3.056 -3.290 -3.263  0.096
H: -3.296 -2.429 -4.749  0.109
H: -3.287 0.387 -3.470  0.133
H: -2.430 -0.247 -4.913  0.135
H: -0.952 0.909 -2.482  0.118
H: -1.444 1.789 -3.876  0.143
H: -0.225 0.203 -5.245  0.133
H: 1.103 1.922 -4.389  0.127
H: 1.925 0.450 -4.912  0.134
H: 1.368 1.298 -1.946  0.113
H: 2.859 1.428 -2.907  0.132
H: 4.322 -0.233 -2.760  0.108
H: 3.875 -1.814 -2.086  0.095
H: 3.936 -0.339 -1.076  0.095
C: -0.720 0.471 3.840  -0.079
O: -0.977 -0.915 3.859  -0.282
C: -2.342 -1.259 3.894  -0.190
C: -2.518 -2.524 3.061  -0.190
N: -1.962 -3.702 3.748  -0.033
C: -2.260 -4.913 2.980  -0.193
C: -1.574 -6.139 3.583  -0.218
O: -0.174 -6.014 3.534  -0.245
C: 0.415 -7.301 3.369  -0.080
H: 0.299 0.676 3.523  0.074
H: -0.888 0.879 4.845  0.110
H: -1.371 1.032 3.162  0.076
H: -2.935 -0.493 3.384  0.112
H: -2.760 -1.334 4.901  0.144
H: -2.146 -2.408 2.044  0.118
H: -3.605 -2.667 2.967  0.137
H: -2.584 -3.858 4.543  0.142
H: -2.002 -4.859 1.917  0.129
H: -3.344 -5.093 2.926  0.141
H: -1.956 -6.969 2.975  0.133
H: -1.896 -6.379 4.603  0.143
H: 0.099 -7.949 4.192  0.113
H: 1.496 -7.222 3.343  0.040
H: 0.122 -7.787 2.432  0.110
C: 3.252 -0.309 2.537  -0.087
O: 3.316 -1.692 2.841  -0.292
C: 4.538 -2.259 2.420  -0.206
C: 4.569 -3.714 2.827  -0.168
N: 3.338 -4.385 2.342  -0.043
C: 3.335 -5.829 2.607  -0.181
C: 3.402 -6.222 4.066  -0.223
O: 2.420 -5.502 4.799  -0.315
C: 2.159 -6.118 6.058  -0.063
H: 3.949 0.256 3.158  0.112
H: 2.267 0.037 2.866  0.064
H: 3.223 -0.088 1.468  0.088
H: 5.366 -1.692 2.853  0.143
H: 4.612 -2.204 1.323  0.126
H: 4.643 -3.843 3.907  0.130
H: 5.464 -4.186 2.407  0.142
H: 3.414 -4.304 1.330  0.123
H: 4.218 -6.282 2.135  0.143
H: 2.440 -6.189 2.101  0.112
H: 4.373 -6.114 4.559  0.141
H: 3.226 -7.301 4.146  0.134
H: 1.447 -5.470 6.573  0.097
H: 3.050 -6.200 6.680  0.109
H: 1.631 -7.068 5.955  0.096
C: 0.641 3.783 -0.347  -0.117
O: 1.787 3.995 -1.140  -0.189
C: 1.501 4.863 -2.222  -0.215
C: 2.800 5.363 -2.835  -0.171
N: 2.514 6.134 -4.026  0.041
C: 3.665 6.831 -4.572  -0.162
C: 3.338 7.489 -5.904  -0.228
O: 3.255 6.514 -6.888  -0.151
C: 3.085 7.032 -8.208  -0.040
H: 0.283 4.732 0.063  0.096
H: 0.808 3.134 0.513  0.085
H: -0.143 3.274 -0.925  0.077
H: 1.019 5.760 -1.820  0.135
H: 0.878 4.346 -2.962  0.119
H: 3.488 4.529 -3.065  0.142
H: 3.383 5.938 -2.113  0.145
H: 2.098 5.557 -4.756  0.141
H: 4.492 6.115 -4.707  0.150
H: 4.004 7.604 -3.879  0.145
H: 4.170 8.187 -6.072  0.148
H: 2.433 8.094 -5.769  0.144
H: 2.266 7.761 -8.215  0.103
H: 2.775 6.246 -8.888  0.098
H: 4.025 7.531 -8.457  0.111
C: -4.979 -1.641 -0.291  -0.088
O: -4.691 -0.445 0.389  -0.162
C: -3.496 0.163 -0.021  -0.217
C: -3.254 1.396 0.820  -0.159
N: -3.911 2.626 0.387  0.071
C: -3.682 3.750 1.283  -0.131
C: -4.524 4.942 0.813  -0.202
O: -5.740 4.446 0.332  -0.158
C: -6.752 5.439 0.249  -0.041
H: -5.324 -1.440 -1.312  0.086
H: -5.716 -2.217 0.262  0.103
H: -4.076 -2.264 -0.396  0.085
H: -3.497 0.438 -1.085  0.121
H: -2.651 -0.528 0.109  0.108
H: -2.180 1.600 0.775  0.108
H: -3.549 1.185 1.855  0.132
H: -4.913 2.538 0.205  0.144
H: -2.633 4.037 1.216  0.133
H: -4.072 3.438 2.260  0.158
H: -4.016 5.462 -0.012  0.145
H: -4.551 5.719 1.583  0.145
H: -7.628 4.958 -0.177  0.105
H: -6.428 6.282 -0.370  0.109
H: -7.016 5.842 1.233  0.110